No. 1
{
  "formula": "C41H42NiP2S",
  "method": "ωB97M-V with the def2-TZVPD basis set",
  "homo_ev": [-6.601, -6.649],
  "multiplicity": 3,
  "de_lowest_ev": 0.592,
  "symbols": ["Ni", "C", "C", "C", "C", "C", "C", "C", "C", "C", "H", "H", "H", "H", "H", "H", "H", "H", "H", "H", "H", "H", "H", "H", "H", "P", "P", "C", "C", "C", "C", "C", "C", "C", "C", "C", "C", "C", "C", "C", "C", "C", "C", "C", "C", "C", "C", "C", "C", "C", "C", "C", "C", "H", "H", "H", "H", "H", "H", "H", "H", "H", "H", "H", "H", "H", "H", "H", "H", "H", "H", "H", "H", "H", "H", "S", "C", "C", "C", "C", "C", "C", "H", "H", "H", "H", "H"],
  "xyz": [[-0.49675, -1.49810, -0.09608], [0.20753, 4.98144, 0.61566], [0.32369, 3.62203, 0.01514], [1.70159, 3.20862, -0.27703], [2.32971, 2.34679, 0.85689], [2.47551, 3.04618, 2.15901], [2.41751, 4.37019, 2.36192], [2.67650, 5.47685, 1.39526], [1.41383, 5.95237, 0.68675], [-1.09342, -0.31346, 1.15519], [-0.65435, 5.47165, 0.15603], [-0.53448, 3.52797, -0.65281], [2.38812, 4.06477, -0.45820], [1.72886, 2.62460, -1.20675], [1.72244, 1.41943, 1.01466], [3.29745, 1.94403, 0.49403], [2.56774, 2.37684, 3.02659], [2.34942, 4.67640, 3.40014], [3.54302, 5.27474, 0.73254], [2.99360, 6.33049, 2.02664], [1.03666, 6.81347, 1.22945], [1.65643, 6.28941, -0.31466], [-1.65949, 0.39924, 0.50200], [-0.16758, 0.06721, 1.61929], [-1.81004, -0.68194, 1.90808], [-1.27731, -2.45806, -1.98088], [0.07063, -3.64378, 0.30030], [0.45057, -2.89574, -2.21867], [1.07900, -3.52745, -1.18042], [-2.09268, -3.41369, -3.40274], [-1.33563, -3.76894, -4.52767], [-1.92645, -4.38246, -5.63520], [-3.28551, -4.68642, -5.61925], [-4.04881, -4.39332, -4.47979], [-3.45420, -3.76946, -3.37330], [-1.00030, -0.80897, -2.70997], [-0.21260, -0.01514, -1.85250], [-0.54080, 1.34241, -1.75547], [-1.27932, 1.99274, -2.74394], [-1.92931, 1.20352, -3.72525], [-1.87408, -0.19563, -3.61657], [0.25288, -5.59199, 0.44415], [-0.29845, -6.41037, -0.56343], [-0.00616, -7.77886, -0.60952], [0.84677, -8.35093, 0.33614], [1.42280, -7.54719, 1.32037], [1.12564, -6.17800, 1.37216], [1.32294, -3.13920, 1.53082], [0.89628, -3.07657, 2.87083], [1.79936, -2.68874, 3.85338], [3.12262, -2.38732, 3.49899], [3.54493, -2.45181, 2.16740], [2.64010, -2.83265, 1.17647], [0.82178, -2.70223, -3.20911], [1.96221, -4.14545, -1.25468], [-0.26848, -3.56883, -4.56328], [-1.30593, -4.61925, -6.50411], [-3.74099, -5.16960, -6.48797], [-5.10693, -4.65328, -4.46628], [-4.05576, -3.55097, -2.49206], [0.67531, -0.35888, -1.29206], [-0.09213, 1.82544, -0.87300], [-1.28310, 3.08282, -2.82882], [-2.43153, 1.65858, -4.56718], [-2.44337, -0.82683, -4.31116], [-0.92237, -5.97087, -1.34364], [-0.43951, -8.40445, -1.39443], [1.07203, -9.42094, 0.30080], [2.11324, -7.97557, 2.04851], [1.62923, -5.56901, 2.12378], [-0.14232, -3.32632, 3.11269], [1.46455, -2.62098, 4.89411], [3.83026, -2.07949, 4.26822], [4.57113, -2.19811, 1.88586], [2.94943, -2.87770, 0.13302], [-0.31796, 4.42813, 2.23390], [-1.21898, 5.87115, 2.71916], [-2.58700, 5.89405, 2.42395], [-3.32798, 7.05149, 2.64012], [-2.71092, 8.18187, 3.19621], [-1.35790, 8.12976, 3.57866], [-0.60995, 6.96241, 3.35581], [-3.02231, 4.99789, 1.98239], [-4.38928, 7.04918, 2.39338], [-3.28397, 9.08988, 3.37291], [-0.89831, 8.98700, 4.06258], [0.44140, 6.89188, 3.63552]],
  "forces_ev_per_angstrom": [[0.04, -1.15, -0.79], [0.36, 0.08, 0.38], [0.21, 2.52, -1.18], [1.18, -1.18, -0.52], [0.27, -0.97, -0.89], [0.15, 0.34, 0.44], [1.55, -1.49, 0.74], [0.13, 0.70, 0.53], [-0.86, -0.18, -0.50], [-1.09, 1.07, 1.02], [0.15, 0.26, 0.13], [0.48, -0.71, 0.22], [-0.66, -0.44, 0.05], [0.10, -0.04, 0.20], [0.18, 0.73, -0.11], [-0.19, 0.26, 0.14], [-0.41, 0.41, -0.24], [0.14, 0.00, 0.02], [-0.71, -0.10, 0.23], [0.12, -0.36, -0.40], [-0.12, 0.24, -0.08], [-0.02, 0.16, -0.34], [0.62, 0.05, 0.82], [-0.58, 0.52, 0.10], [0.44, 0.12, -0.03], [-1.23, -0.02, -2.47], [1.18, -2.49, 1.75], [0.73, -1.56, 1.43], [-1.47, 0.19, -1.93], [0.39, -0.15, -0.09], [-0.34, -0.05, -0.23], [0.14, 0.05, 0.20], [-0.12, 0.02, 0.24], [0.42, 0.04, -0.13], [0.26, 0.11, -0.21], [-1.02, 0.42, 0.08], [-0.95, 1.10, -0.76], [1.47, -0.31, 0.27], [-0.39, -0.72, -0.60], [0.92, -0.15, 0.74], [0.27, 0.30, -0.31], [0.29, 0.50, -0.34], [0.20, 0.10, 0.30], [-0.07, 0.18, 0.07], [0.03, 0.07, 0.08], [-0.29, 0.20, -0.14], [0.02, -0.13, -0.07], [-0.04, -0.42, 0.33], [0.36, 0.13, -0.38], [0.10, -0.05, -0.01], [0.00, 0.09, -0.03], [-0.18, 0.03, 0.10], [-0.14, 0.08, 0.46], [0.74, -0.16, -0.09], [0.54, 0.46, -0.18], [-0.23, 0.03, -0.06], [-0.28, 0.04, 0.27], [0.08, 0.19, 0.34], [0.26, 0.09, 0.09], [0.13, 0.02, -0.14], [-0.46, -0.20, 0.15], [-0.47, -0.27, -1.16], [-0.27, -0.34, 0.31], [-0.17, 0.09, 0.11], [0.09, 0.28, 0.42], [0.05, -0.09, 0.20], [0.12, 0.26, 0.24], [-0.08, 0.40, -0.02], [-0.20, 0.12, -0.20], [-0.23, -0.11, -0.17], [0.37, 0.17, -0.02], [0.25, -0.01, -0.39], [-0.18, -0.08, -0.15], [-0.34, -0.09, 0.22], [0.03, 0.06, 0.36], [-1.07, 0.49, 1.47], [-0.59, 0.22, 0.38], [0.26, 0.41, -0.09], [0.13, 0.11, 0.24], [0.38, -0.39, 0.14], [-0.37, -0.49, -0.20], [-0.50, 0.15, -0.33], [-0.03, 0.28, 0.10], [0.24, 0.16, 0.05], [0.10, -0.18, -0.06], [-0.05, -0.10, -0.11], [-0.26, 0.10, -0.03]],
  "lowdin_spin": [0.77, 0.06, 0.60, 0.09, 0.04, 0.01, 0.00, 0.00, 0.00, 0.06, 0.01, 0.03, 0.02, 0.00, 0.00, 0.00, 0.00, 0.00, 0.00, 0.00, 0.00, 0.00, 0.01, 0.01, 0.01, 0.01, 0.04, 0.00, 0.01, 0.00, 0.00, 0.00, 0.00, 0.00, 0.00, 0.02, 0.00, 0.02, 0.00, 0.02, 0.00, 0.02, 0.00, 0.00, 0.00, 0.00, 0.00, 0.00, 0.00, 0.00, 0.00, 0.00, 0.00, 0.00, 0.00, 0.00, 0.00, 0.00, 0.00, 0.00, 0.00, 0.01, 0.00, 0.00, 0.00, 0.00, 0.00, 0.00, 0.00, 0.00, 0.00, 0.00, 0.00, 0.00, 0.00, 0.08, 0.02, 0.00, 0.00, 0.00, 0.00, 0.01, 0.00, 0.00, 0.00, 0.00, 0.00]
}



No. 2
{
  "formula": "C41H42P2SeZr",
  "method": "ωB97M-V with the def2-TZVPD basis set",
  "homo_ev": -11.548,
  "charge": 2,
  "symbols": ["Zr", "C", "C", "C", "C", "C", "C", "C", "C", "C", "H", "H", "H", "H", "H", "H", "H", "H", "H", "H", "H", "H", "H", "H", "H", "P", "P", "C", "C", "C", "C", "C", "C", "C", "C", "C", "C", "C", "C", "C", "C", "C", "C", "C", "C", "C", "C", "C", "C", "C", "C", "C", "C", "H", "H", "H", "H", "H", "H", "H", "H", "H", "H", "H", "H", "H", "H", "H", "H", "H", "H", "H", "H", "H", "H", "Se", "C", "C", "C", "C", "C", "C", "H", "H", "H", "H", "H"],
  "xyz": [[-0.73957, 1.25720, -1.20781], [-1.99759, 5.15242, 1.31962], [-1.33460, 4.07701, 1.79496], [-1.86663, 2.86005, 2.45882], [-2.47651, 1.68730, 1.59452], [-2.62312, 1.86538, 0.08290], [-3.44825, 3.05518, -0.37559], [-4.16713, 3.98392, 0.56099], [-3.45500, 5.27810, 1.10229], [-1.97382, 0.71457, -2.87739], [-1.43655, 6.07282, 1.14368], [-0.24638, 4.07786, 1.62533], [-2.57969, 3.11538, 3.27002], [-1.06559, 2.42642, 3.08305], [-1.89053, 0.77741, 1.80746], [-3.48472, 1.49511, 1.97880], [-3.13881, 0.99895, -0.38483], [-4.00120, 2.87134, -1.32061], [-4.58542, 3.40690, 1.38946], [-5.07706, 4.35222, 0.05308], [-3.62462, 6.11779, 0.40473], [-3.95075, 5.57996, 2.05804], [-2.88408, 1.30390, -2.99319], [-2.27875, -0.33479, -2.67959], [-1.46192, 0.72653, -3.84712], [3.25303, -1.85854, 0.27800], [1.05236, -3.61861, -0.42932], [2.42540, -2.68975, 1.67234], [1.37218, -3.49139, 1.34961], [5.03636, -2.13333, 0.73662], [5.46083, -2.41145, 2.04713], [6.81603, -2.63976, 2.31303], [7.75270, -2.57941, 1.28139], [7.34259, -2.24240, -0.00954], [5.99542, -2.04667, -0.28617], [2.98998, -0.11198, 0.75433], [1.65812, 0.38027, 0.69558], [1.36510, 1.63255, 1.18749], [2.38959, 2.46550, 1.69170], [3.70944, 2.00095, 1.68725], [4.01442, 0.72232, 1.21430], [1.48621, -5.43511, -0.64119], [2.83102, -5.80669, -0.45349], [3.21707, -7.13724, -0.58613], [2.27618, -8.12287, -0.90941], [0.93229, -7.76146, -1.06634], [0.54140, -6.42808, -0.92746], [-0.75888, -3.63646, -0.55098], [-1.30032, -3.55061, -1.84636], [-2.67867, -3.53324, -2.02335], [-3.53007, -3.59324, -0.91384], [-2.99038, -3.68900, 0.37362], [-1.60383, -3.69918, 0.56184], [2.75388, -2.46761, 2.69077], [0.77066, -4.07840, 2.05320], [4.74458, -2.45419, 2.86771], [7.13000, -2.86756, 3.33681], [8.80009, -2.78442, 1.49049], [8.07628, -2.13491, -0.80489], [5.66628, -1.82279, -1.29902], [0.85100, -0.29859, 0.33974], [0.31335, 1.97527, 1.29416], [2.11748, 3.44518, 2.08086], [4.51822, 2.63362, 2.07786], [5.05371, 0.37640, 1.20738], [3.56658, -5.04504, -0.19221], [4.25866, -7.41608, -0.43009], [2.58502, -9.15675, -1.04742], [0.18886, -8.52228, -1.28946], [-0.51377, -6.16240, -1.03402], [-0.62889, -3.49601, -2.70289], [-3.09031, -3.47565, -3.02748], [-4.61055, -3.56276, -1.05139], [-3.64713, -3.75660, 1.24245], [-1.18645, -3.75707, 1.56802], [-1.25338, 3.76174, -1.38844], [-2.66171, 5.17506, -2.07340], [-2.33334, 6.51798, -1.92336], [-3.36500, 7.47415, -1.99364], [-4.67762, 7.08210, -2.27841], [-4.93441, 5.74149, -2.58335], [-3.88247, 4.81069, -2.62433], [-1.29099, 6.78685, -1.77669], [-3.14254, 8.52483, -1.83819], [-5.49792, 7.80638, -2.26489], [-5.93591, 5.41548, -2.80947], [-4.00955, 3.82786, -3.05870]],
  "forces_ev_per_angstrom": [[-1.52, 2.15, 0.88], [0.92, -0.66, 1.05], [0.30, 1.22, -0.80], [-0.44, -0.99, 0.80], [0.11, 0.07, 0.43], [-1.14, -0.60, -0.33], [1.08, -2.34, 0.58], [-0.27, 1.26, -0.48], [-0.80, 0.20, 0.62], [0.15, -0.46, 0.04], [0.13, -0.42, -0.47], [-0.37, 0.35, 0.58], [-0.03, 0.13, -0.77], [-0.03, 0.12, -0.51], [-0.23, 0.12, -0.11], [0.15, -0.19, 0.04], [-0.19, -0.04, 0.49], [0.88, 0.26, 0.58], [0.59, -0.39, 0.15], [0.51, -0.19, -0.12], [-0.08, -0.56, 0.25], [0.15, -0.28, -0.68], [-0.03, 0.02, 0.07], [0.07, 0.08, 0.01], [0.11, 0.02, 0.08], [1.73, -0.03, -0.05], [-0.20, -1.39, -0.78], [-1.45, -0.37, -0.16], [0.99, 0.87, 0.32], [-0.12, 0.20, 0.21], [0.28, 0.02, -0.24], [-0.25, -0.06, 0.05], [-0.20, 0.15, 0.04], [0.12, -0.08, 0.09], [-0.36, 0.03, 0.27], [-0.17, -0.02, 0.15], [0.41, -0.51, -0.34], [-0.25, 1.19, 0.32], [-0.26, -0.44, -0.27], [-0.17, 0.47, 0.04], [-0.40, 0.14, -0.12], [-0.02, 0.06, 0.23], [-0.41, 0.08, -0.11], [-0.10, -0.16, -0.03], [-0.27, 0.50, -0.01], [0.42, 0.06, 0.06], [0.00, 0.13, 0.00], [-0.19, -0.06, 0.20], [-0.10, 0.12, 0.41], [-0.12, 0.05, 0.13], [0.22, 0.01, 0.16], [0.00, 0.14, -0.04], [-0.38, 0.05, -0.37], [-0.25, -0.36, -0.17], [0.50, 0.27, 0.04], [0.29, -0.02, -0.21], [-0.09, 0.06, -0.43], [-0.19, 0.11, -0.06], [-0.13, -0.13, 0.13], [0.11, -0.04, 0.11], [0.28, -0.07, 0.39], [0.55, -0.14, -0.09], [0.24, -0.21, -0.02], [-0.46, -0.26, -0.20], [-0.49, 0.03, 0.12], [-0.06, -0.19, -0.07], [-0.23, 0.09, -0.07], [-0.06, 0.22, 0.11], [0.11, 0.14, 0.01], [0.34, -0.13, -0.01], [-0.12, -0.07, 0.12], [0.00, -0.04, 0.14], [0.27, -0.09, 0.03], [0.12, 0.03, -0.27], [-0.25, -0.05, -0.31], [-0.31, 1.78, -1.67], [0.21, 0.19, -0.93], [0.17, -0.20, 0.39], [0.02, -0.42, -0.37], [0.20, -0.31, 0.42], [0.79, 0.21, -0.29], [-0.16, -0.06, 0.51], [-0.25, 0.20, 0.34], [0.12, -0.16, -0.04], [0.39, -0.27, -0.02], [-0.10, -0.02, -0.35], [-0.31, -0.07, 0.24]],
  "mulliken_charge": [1.00, -0.66, 0.43, -1.14, -0.74, -0.66, -0.37, -1.36, -0.72, -1.02, 0.44, 0.14, 0.45, 0.48, 0.29, 0.58, 0.58, 0.99, 0.51, 0.45, 0.27, 0.48, 0.19, 0.31, 0.53, 0.27, 0.25, -0.49, -0.66, 0.49, 0.01, -0.73, -0.44, -0.66, -0.38, -0.10, -0.06, 0.73, -1.09, -0.79, -0.59, 0.44, -0.24, -0.68, -0.50, -0.67, -0.38, 0.73, -0.53, -0.73, -0.52, -0.78, -0.22, 0.60, 0.67, 0.20, 0.39, 0.39, 0.40, 0.39, 0.49, -0.23, 0.46, 0.40, 0.37, 0.28, 0.40, 0.38, 0.40, 0.25, 0.44, 0.49, 0.43, 0.44, 0.25, 0.25, 0.22, -0.40, -0.48, -0.49, -0.63, -0.26, 0.46, 0.42, 0.42, 0.47, 0.62]
}



no.,calculated total energy (eV)
1,-113645.8694
2,-128379.8144